(1)
ORCA calculation (ωB97M-V/def2-TZVPD) on a molecular structure, C35H50AsClO5PRuS3Si2.

The geometry in XYZ format:
```
99
C35H50AsClO5PRuS3Si2 (ωB97M-V/def2-TZVPD)
Ru 0.154 0.110 2.255
C -1.783 -1.675 4.267
C -2.752 -1.259 3.194
S -2.172 0.050 2.087
C -2.696 1.524 3.009
C -2.023 1.657 4.357
S -0.236 1.305 4.279
C 2.430 0.693 2.879
C 2.431 -0.651 2.841
S -0.098 -1.938 3.644
H -2.127 -2.583 4.763
H -1.644 -0.893 5.010
H -3.695 -0.920 3.628
H -2.976 -2.091 2.526
H -3.785 1.481 3.090
H -2.444 2.350 2.344
H -2.519 1.009 5.083
H -2.144 2.682 4.718
H 2.310 1.249 3.798
H 2.764 1.250 2.014
H 2.324 -1.229 3.746
H 2.680 -1.177 1.928
O 3.134 -0.164 -0.539
C 2.018 0.184 -0.178
O 1.119 -0.593 0.306
C 1.611 1.659 -0.308
P 0.370 2.066 0.976
C 1.010 3.520 1.880
C 0.099 4.295 2.598
C 0.522 5.380 3.342
C 1.871 5.706 3.392
C 2.786 4.943 2.687
C 2.356 3.857 1.934
C -0.922 2.878 -0.050
C -2.129 2.269 -0.370
C -3.017 2.881 -1.249
C -2.703 4.100 -1.823
C -1.493 4.712 -1.519
C -0.613 4.109 -0.639
H 1.132 1.772 -1.280
H 2.479 2.316 -0.311
H -0.956 4.055 2.566
H -0.201 5.971 3.890
H 2.205 6.552 3.977
H 3.838 5.191 2.714
H 3.093 3.284 1.387
H -2.365 1.292 0.013
H -3.951 2.390 -1.486
H -3.394 4.575 -2.506
H -1.235 5.662 -1.970
H 0.327 4.596 -0.410
C -2.968 -4.297 0.213
Si -1.824 -4.502 1.690
C -2.811 -4.728 3.276
C -0.781 -6.058 1.516
As -0.184 -2.753 1.543
Si 0.639 -3.459 -2.739
C 0.831 -3.048 -4.557
C 2.189 -3.327 -1.727
C -0.119 -5.153 -2.576
H -3.930 -3.877 0.513
H -3.158 -5.260 -0.267
H -2.531 -3.626 -0.528
H -3.316 -5.694 3.206
H -3.576 -3.972 3.448
H -2.155 -4.767 4.147
H -1.416 -6.948 1.560
H -0.049 -6.123 2.322
H -0.234 -6.083 0.578
H 0.435 -2.073 -4.807
H 0.322 -3.792 -5.174
H 1.883 -3.048 -4.840
H 1.969 -2.927 -0.734
H 2.935 -2.671 -2.170
H 2.632 -4.321 -1.610
H -1.070 -5.216 -3.106
H -0.302 -5.388 -1.533
H 0.547 -5.918 -2.979
C 3.505 -0.225 -3.845
C 2.615 0.946 -4.108
C 3.106 2.092 -4.709
C 2.281 3.181 -4.955
Cl 2.947 4.605 -5.702
C 0.947 3.144 -4.619
C 0.428 2.003 -4.015
C 1.255 0.920 -3.748
O 0.798 -0.217 -3.116
C -0.569 -0.163 -2.766
C -0.977 -1.260 -1.801
O -1.743 -0.972 -0.908
O -0.554 -2.500 -2.012
H 4.498 -0.044 -4.256
H 3.098 -1.122 -4.305
H 3.593 -0.406 -2.778
H 4.149 2.139 -4.989
H 0.307 3.991 -4.822
H -0.623 1.989 -3.761
H -1.195 -0.253 -3.666
H -0.812 0.777 -2.269
```

## Properties
relative energy (zero: lowest compared OMol25 entry of this formula, charge and spin) = 8.3 kcal per mole
orbital gap (spin up / spin down) = 0.267 / 0.231 Ha
2S+1 = 2
expectation value of S² = 0.760
HOMO (spin up / spin down) = -6.934 / -7.101 eV
LUMO level (spin up / spin down) = 0.34 / -0.81 eV
total energy = -6645.80837 Eh

***

(2)
ORCA calculation (ωB97M-V/def2-TZVPD) on a molecular structure, C35H50BrCl2F4N4OS3SiW.

The geometry in XYZ format:
```
102
C35H50BrCl2F4N4OS3SiW (ωB97M-V/def2-TZVPD)
W 0.005 -2.105 -0.993
C 2.290 -3.271 0.318
N 1.742 -3.600 -1.003
C 1.605 -5.066 -1.149
C 2.611 -3.106 -2.112
C 2.693 -1.595 -2.108
N 1.339 -1.033 -1.959
C 1.176 0.271 -2.458
C 0.108 0.618 -3.293
F -0.739 -0.310 -3.727
C -0.089 1.920 -3.714
F -1.131 2.185 -4.501
C 0.775 2.933 -3.352
C 1.845 2.602 -2.548
F 2.699 3.544 -2.143
C 2.038 1.306 -2.116
F 3.056 1.050 -1.279
H 3.377 -3.152 0.284
H 2.027 -4.060 1.025
H 2.298 -1.480 1.184
H 2.595 -5.528 -1.182
H 1.079 -5.290 -2.073
H 1.050 -5.474 -0.309
H 2.163 -3.459 -3.039
H 3.610 -3.544 -2.019
H 3.142 -1.263 -3.047
H 3.341 -1.250 -1.296
H 0.620 3.948 -3.689
S -0.510 -3.351 -2.851
C -2.141 -3.056 -3.409
C -2.606 -3.558 -4.614
C -3.881 -3.218 -5.047
C -4.356 -3.738 -6.299
N -4.710 -4.173 -7.300
C -4.685 -2.373 -4.265
C -4.212 -1.884 -3.056
C -2.936 -2.225 -2.630
S -2.283 -1.738 -1.090
C -6.003 -2.006 -4.703
N -7.062 -1.719 -5.037
H -1.986 -4.201 -5.223
H -4.837 -1.238 -2.455
Cl -0.458 -5.847 1.931
C -1.492 -4.679 1.117
Cl -0.944 -3.002 1.425
H -2.499 -4.771 1.507
H -1.463 -4.828 0.041
C -1.976 1.961 4.485
C -0.966 1.302 3.529
C 0.451 1.584 4.050
C -1.151 -0.221 3.595
Si -1.240 1.990 1.760
Br -0.008 0.476 0.423
C -3.035 1.867 1.118
C -3.119 1.899 -0.420
C -3.867 3.031 1.684
C -3.680 0.548 1.572
C -0.336 3.643 1.376
C 1.195 3.502 1.333
C -0.712 4.673 2.459
C -0.743 4.215 0.012
H -1.766 1.632 5.506
H -3.005 1.681 4.258
H -1.908 3.050 4.472
H 0.559 1.125 5.037
H 0.653 2.647 4.162
H 1.215 1.143 3.406
H -1.076 -0.538 4.640
H -0.365 -0.735 3.044
H -2.116 -0.552 3.217
H -2.775 2.835 -0.847
H -4.167 1.777 -0.710
H -2.556 1.084 -0.876
H -3.535 3.998 1.307
H -3.852 3.064 2.773
H -4.907 2.903 1.373
H -3.126 -0.321 1.218
H -4.687 0.486 1.147
H -3.780 0.484 2.656
H 1.615 3.085 2.243
H 1.633 4.493 1.187
H 1.507 2.882 0.491
H -0.335 4.397 3.443
H -1.789 4.823 2.536
H -0.266 5.637 2.199
H -0.546 3.511 -0.799
H -0.150 5.114 -0.179
H -1.791 4.507 -0.021
O 1.654 -2.059 0.678
S 3.865 -0.446 2.237
C 4.325 1.219 1.634
C 5.621 1.031 0.856
C 6.433 -0.008 1.623
C 5.499 -1.188 1.867
H 4.471 1.856 2.506
H 3.517 1.622 1.032
H 6.154 1.977 0.756
H 5.399 0.665 -0.148
H 6.751 0.409 2.580
H 7.326 -0.324 1.084
H 5.804 -1.803 2.710
H 5.421 -1.819 0.981
```

## Properties
relative energy (zero: lowest compared OMol25 entry of this formula, charge and spin) = 23.0 kcal per mole
orbital gap = 0.262 Ha
total charge = +1
HOMO = -10.680 eV
LUMO level = -3.54 eV
total energy = -7102.80240 Eh

***

Which value of total energy does entry 2 give? -7102.80240 Eh

***

Which value of relative energy (zero: lowest compared OMol25 entry of this formula, charge and spin) does entry 1 give? 8.3 kcal per mole